Below is a cluster of 2 separate species, C6H12N2 in total at a distorted geometry, with properties calculated with ωB97M-V/def2-TZVPD.

```
! wB97M-V def2-TZVPD RIJCOSX def2/J DEFGRID3
* xyz 0 1
C -0.702 0.396 1.419
C -0.255 -0.190 2.556
N -0.721 -1.457 3.027
N -0.265 1.617 0.807
H -1.475 0.000 0.824
H 0.594 0.181 3.141
H -0.559 -1.540 4.077
H -0.171 -2.185 2.556
H -1.048 2.274 0.686
H 0.055 1.432 -0.134
C -0.956 -1.254 -2.300
C -0.002 -0.563 -1.610
C 0.831 0.513 -2.187
C 1.777 1.157 -1.451
H -1.163 -0.993 -3.341
H -1.419 -2.129 -1.859
H 0.197 -0.830 -0.557
H 0.770 0.783 -3.298
H 2.454 1.899 -1.931
H 2.056 0.890 -0.425
*
```

## Properties
HOMO energy: -8.707 eV
LUMO: 0.76 eV
energy: -9393.98022 eV
SMILES: N/C=C/N.C=CC=C
relative energy (zero: lowest compared OMol25 entry of this formula, charge and spin): 66.2 kcal/mol